12 unconnected molecules or ions with the total composition C60H153N9O21 in a non-equilibrium geometry, computed with ωB97M-V/def2-TZVPD.

Last columns: bonded neighbours and bond lengths (Å).
Positions of all 243 atoms, in Å:
1 C -2.72 -2.52 4.62  O2 1.427, H10 1.090, H11 1.090, H12 1.090
2 O -2.77 -1.10 4.80  C1 1.427, C3 1.406
3 C -3.56 -0.71 5.89  O2 1.406, C4 1.529, H13 1.090, H14 1.090
4 C -3.68 0.82 5.92  C3 1.529, N5 1.492, H15 1.090, H16 1.090
5 N -4.11 1.46 4.65  C4 1.492, C6 1.464, H17 1.010
6 C -5.49 1.12 4.30  N5 1.464, C7 1.542, H18 1.090, H19 1.090
7 C -5.98 1.70 2.96  C6 1.542, O8 1.448, H20 1.090, H21 1.090
8 O -5.41 1.07 1.79  C7 1.448, C9 1.426
9 C -6.12 1.31 0.57  O8 1.426, H22 1.090, H23 1.090, H24 1.090
10 H -2.67 -3.06 5.57  C1 1.090
11 H -1.91 -2.90 4.00  C1 1.090
12 H -3.65 -2.81 4.14  C1 1.090
13 H -3.08 -1.05 6.81  C3 1.090
14 H -4.54 -1.18 5.82  C3 1.090
15 H -2.74 1.24 6.29  C4 1.090
16 H -4.44 1.02 6.68  C4 1.090
17 H -3.58 1.08 3.88  N5 1.010
18 H -6.09 1.43 5.16  C6 1.090
19 H -5.72 0.05 4.24  C6 1.090
20 H -5.88 2.78 2.86  C7 1.090
21 H -7.06 1.55 2.99  C7 1.090
22 H -5.73 0.71 -0.25  C9 1.090
23 H -5.93 2.32 0.22  C9 1.090
24 H -7.18 1.03 0.58  C9 1.090
25 C -2.84 -3.96 1.49  O26 1.442, H34 1.090, H35 1.090, H36 1.090
26 O -1.43 -3.91 1.76  C25 1.442, C27 1.413
27 C -0.59 -4.70 0.93  O26 1.413, C28 1.504, H37 1.090, H38 1.090
28 C 0.87 -4.56 1.27  C27 1.504, N29 1.448, H39 1.090, H40 1.090
29 N 1.38 -5.50 2.25  C28 1.448, C30 1.471, H41 1.010
30 C 1.06 -5.01 3.60  N29 1.471, C31 1.509, H42 1.090, H43 1.090
31 C 1.45 -6.06 4.61  C30 1.509, O32 1.416, H44 1.090, H45 1.090
32 O 2.85 -6.29 4.56  C31 1.416, C33 1.410
33 C 3.30 -7.25 5.50  O32 1.410, H46 1.090, H47 1.090, H48 1.090
34 H -2.90 -4.07 0.41  C25 1.090
35 H -3.27 -3.00 1.76  C25 1.090
36 H -3.42 -4.73 2.01  C25 1.090
37 H -0.80 -4.46 -0.11  C27 1.090
38 H -0.93 -5.73 1.00  C27 1.090
39 H 1.04 -3.54 1.62  C28 1.090
40 H 1.37 -4.68 0.32  C28 1.090
41 H 2.39 -5.49 2.16  N29 1.010
42 H 0.00 -4.75 3.66  C30 1.090
43 H 1.58 -4.09 3.85  C30 1.090
44 H 0.88 -6.95 4.34  C31 1.090
45 H 1.12 -5.83 5.62  C31 1.090
46 H 3.08 -6.94 6.52  C33 1.090
47 H 4.36 -7.48 5.45  C33 1.090
48 H 2.88 -8.23 5.27  C33 1.090
49 C 1.59 -4.56 -4.05  O50 1.397, H58 1.090, H59 1.090, H60 1.090
50 O 2.50 -3.70 -3.42  C49 1.397, C51 1.407
51 C 3.32 -4.23 -2.40  O50 1.407, C52 1.518, H61 1.090, H62 1.090
52 C 4.43 -3.23 -2.15  C51 1.518, N53 1.459, H63 1.090, H64 1.090
53 N 5.43 -3.37 -3.20  C52 1.459, C54 1.472, H65 1.010
54 C 6.56 -2.44 -3.02  N53 1.472, C55 1.538, H66 1.090, H67 1.090
55 C 6.31 -0.97 -3.39  C54 1.538, O56 1.450, H68 1.090, H69 1.090
56 O 5.99 -0.73 -4.79  C55 1.450, C57 1.431
57 C 5.69 0.64 -5.06  O56 1.431, H70 1.090, H71 1.090, H72 1.090
58 H 2.02 -5.39 -4.60  C49 1.090
59 H 0.99 -4.04 -4.80  C49 1.090
60 H 0.89 -4.95 -3.31  C49 1.090
61 H 3.65 -5.26 -2.54  C51 1.090
62 H 2.84 -4.24 -1.42  C51 1.090
63 H 4.86 -3.47 -1.18  C52 1.090
64 H 4.04 -2.22 -2.00  C52 1.090
65 H 4.91 -3.37 -4.07  N53 1.010
66 H 7.39 -2.71 -3.67  C54 1.090
67 H 6.99 -2.54 -2.03  C54 1.090
68 H 7.26 -0.43 -3.27  C55 1.090
69 H 5.58 -0.53 -2.72  C55 1.090
70 H 6.61 1.22 -5.06  C57 1.090
71 H 4.97 1.01 -4.33  C57 1.090
72 H 5.21 0.70 -6.04  C57 1.090
73 C 5.28 4.53 -5.28  O74 1.416, H82 1.090, H83 1.090, H84 1.090
74 O 5.18 3.80 -4.07  C73 1.416, C75 1.430
75 C 5.12 4.47 -2.80  O74 1.430, C76 1.550, H85 1.090, H86 1.090
76 C 6.53 4.53 -2.16  C75 1.550, N77 1.395, H87 1.090, H88 1.090
77 N 7.02 3.25 -1.93  C76 1.395, C78 1.478, H89 1.010
78 C 8.47 3.21 -1.65  N77 1.478, C79 1.585, H90 1.090, H91 1.090
79 C 9.32 3.67 -2.91  C78 1.585, O80 1.431, H92 1.090, H93 1.090
80 O 8.85 2.86 -4.00  C79 1.431, C81 1.403
81 C 9.31 3.22 -5.27  O80 1.403, H94 1.090, H95 1.090, H96 1.090
82 H 4.42 5.18 -5.41  C73 1.090
83 H 5.20 3.79 -6.07  C73 1.090
84 H 6.15 5.18 -5.39  C73 1.090
85 H 4.44 3.83 -2.24  C75 1.090
86 H 4.56 5.40 -2.90  C75 1.090
87 H 6.43 5.05 -1.21  C76 1.090
88 H 7.16 5.10 -2.85  C76 1.090
89 H 6.91 2.67 -2.75  N77 1.010
90 H 8.62 2.17 -1.36  C78 1.090
91 H 8.78 3.79 -0.78  C78 1.090
92 H 10.39 3.49 -2.81  C79 1.090
93 H 9.19 4.73 -3.14  C79 1.090
94 H 8.83 4.17 -5.51  C81 1.090
95 H 9.06 2.47 -6.02  C81 1.090
96 H 10.39 3.34 -5.30  C81 1.090
97 C -6.37 -4.68 6.58  O98 1.405, H106 1.090, H107 1.090, H108 1.090
98 O -6.31 -3.66 5.61  C97 1.405, C99 1.433
99 C -6.40 -4.15 4.27  O98 1.433, C100 1.577, H109 1.090, H110 1.090
100 C -6.62 -2.90 3.33  C99 1.577, N101 1.464, H111 1.090, H112 1.090
101 N -6.17 -3.36 2.01  C100 1.464, C102 1.453, H113 1.010
102 C -5.89 -2.21 1.17  N101 1.453, C103 1.507, H114 1.090, H115 1.090
103 C -5.52 -2.75 -0.19  C102 1.507, O104 1.399, H116 1.090, H117 1.090
104 O -6.74 -2.87 -0.86  C103 1.399, C105 1.425
105 C -6.53 -3.48 -2.13  O104 1.425, H118 1.090, H119 1.090, H120 1.090
106 H -6.38 -4.18 7.55  C97 1.090
107 H -5.50 -5.33 6.57  C97 1.090
108 H -7.29 -5.27 6.54  C97 1.090
109 H -7.28 -4.78 4.10  C99 1.090
110 H -5.47 -4.69 4.10  C99 1.090
111 H -6.09 -2.01 3.66  C100 1.090
112 H -7.68 -2.67 3.35  C100 1.090
113 H -6.87 -3.96 1.60  N101 1.010
114 H -5.03 -1.66 1.56  C102 1.090
115 H -6.76 -1.56 1.12  C102 1.090
116 H -5.01 -3.71 -0.14  C103 1.090
117 H -4.85 -2.08 -0.73  C103 1.090
118 H -6.10 -4.48 -2.08  C105 1.090
119 H -5.83 -2.92 -2.73  C105 1.090
120 H -7.55 -3.52 -2.53  C105 1.090
121 C 0.57 1.78 1.78  O122 1.411, H130 1.090, H131 1.090, H132 1.090
122 O 0.99 0.74 2.64  C121 1.411, C123 1.407
123 C 0.30 0.87 3.86  O122 1.407, C124 1.544, H133 1.090, H134 1.090
124 C 0.78 -0.21 4.84  C123 1.544, N125 1.479, H135 1.090, H136 1.090
125 N -0.07 -0.34 6.05  C124 1.479, C126 1.504, H137 1.010
126 C 0.03 0.77 7.05  N125 1.504, C127 1.582, H138 1.090, H139 1.090
127 C -0.56 0.39 8.46  C126 1.582, O128 1.421, H140 1.090, H141 1.090
128 O -1.98 0.38 8.34  C127 1.421, C129 1.399
129 C -2.67 0.06 9.51  O128 1.399, H142 1.090, H143 1.090, H144 1.090
130 H -0.48 1.61 1.53  C121 1.090
131 H 1.14 1.60 0.87  C121 1.090
132 H 0.65 2.77 2.22  C121 1.090
133 H -0.77 0.68 3.72  C123 1.090
134 H 0.40 1.85 4.34  C123 1.090
135 H 1.79 0.10 5.09  C124 1.090
136 H 0.80 -1.12 4.23  C124 1.090
137 H -1.02 -0.39 5.72  N125 1.010
138 H -0.44 1.65 6.62  C126 1.090
139 H 1.07 1.06 7.17  C126 1.090
140 H -0.32 1.20 9.15  C127 1.090
141 H -0.27 -0.53 8.97  C127 1.090
142 H -3.67 -0.30 9.30  C129 1.090
143 H -2.88 0.86 10.21  C129 1.090
144 H -2.23 -0.72 10.14  C129 1.090
145 C -2.66 3.88 2.30  O146 1.398, H154 1.090, H155 1.090, H156 1.090
146 O -2.33 4.79 1.29  C145 1.398, C147 1.440
147 C -1.28 5.71 1.64  O146 1.440, C148 1.550, H157 1.090, H158 1.090
148 C -1.07 6.77 0.53  C147 1.550, N149 1.502, H159 1.090, H160 1.090
149 N -0.70 6.04 -0.73  C148 1.502, C150 1.422, H161 1.010
150 C -0.91 6.91 -1.83  N149 1.422, C151 1.601, H162 1.090, H163 1.090
151 C -2.43 7.05 -2.32  C150 1.601, O152 1.412, H164 1.090, H165 1.090
152 O -2.78 5.74 -2.73  C151 1.412, C153 1.426
153 C -4.19 5.67 -2.91  O152 1.426, H166 1.090, H167 1.090, H168 1.090
154 H -1.78 3.30 2.56  C145 1.090
155 H -3.43 3.21 1.90  C145 1.090
156 H -3.10 4.38 3.16  C145 1.090
157 H -0.42 5.08 1.86  C147 1.090
158 H -1.68 6.17 2.54  C147 1.090
159 H -0.28 7.46 0.81  C148 1.090
160 H -1.98 7.36 0.41  C148 1.090
161 H -1.42 5.35 -0.84  N149 1.010
162 H -0.24 6.53 -2.60  C150 1.090
163 H -0.58 7.88 -1.46  C150 1.090
164 H -2.49 7.75 -3.15  C151 1.090
165 H -3.14 7.40 -1.58  C151 1.090
166 H -4.80 6.11 -2.12  C153 1.090
167 H -4.42 4.61 -3.09  C153 1.090
168 H -4.50 6.16 -3.83  C153 1.090
169 C -2.49 -0.52 0.85  O170 1.419, H178 1.090, H179 1.090, H180 1.090
170 O -1.79 0.39 0.01  C169 1.419, C171 1.423
171 C -2.69 1.35 -0.54  O170 1.423, C172 1.564, H181 1.090, H182 1.090
172 C -1.81 2.51 -1.10  C171 1.564, N173 1.461, H183 1.090, H184 1.090
173 N -1.23 2.19 -2.41  C172 1.461, C174 1.458, H185 1.010
174 C -0.13 3.04 -2.84  N173 1.458, C175 1.554, H186 1.090, H187 1.090
175 C 1.19 2.85 -2.03  C174 1.554, O176 1.441, H188 1.090, H189 1.090
176 O 1.66 1.49 -2.19  C175 1.441, C177 1.409
177 C 2.99 1.29 -1.77  O176 1.409, H190 1.090, H191 1.090, H192 1.090
178 H -1.83 -1.33 1.14  C169 1.090
179 H -3.33 -0.95 0.30  C169 1.090
180 H -2.90 0.03 1.70  C169 1.090
181 H -3.42 1.78 0.14  C171 1.090
182 H -3.23 0.84 -1.34  C171 1.090
183 H -1.04 2.83 -0.40  C172 1.090
184 H -2.53 3.29 -1.33  C172 1.090
185 H -0.85 1.26 -2.44  N173 1.010
186 H -0.39 4.10 -2.84  C174 1.090
187 H 0.15 2.88 -3.89  C174 1.090
188 H 0.99 3.13 -1.00  C175 1.090
189 H 1.90 3.50 -2.53  C175 1.090
190 H 3.15 0.21 -1.70  C177 1.090
191 H 3.10 1.70 -0.77  C177 1.090
192 H 3.69 1.60 -2.54  C177 1.090
193 C 2.70 -1.34 0.90  O194 1.404, H202 1.090, H203 1.090, H204 1.090
194 O 2.12 -1.81 -0.30  C193 1.404, C195 1.407
195 C 0.84 -1.30 -0.57  O194 1.407, C196 1.503, H205 1.090, H206 1.090
196 C 0.33 -1.85 -1.87  C195 1.503, N197 1.481, H207 1.090, H208 1.090
197 N -1.15 -1.73 -1.89  C196 1.481, C198 1.491, H209 1.010
198 C -1.76 -1.89 -3.24  N197 1.491, C199 1.509, H210 1.090, H211 1.090
199 C -1.79 -3.32 -3.71  C198 1.509, O200 1.434, H212 1.090, H213 1.090
200 O -2.06 -3.38 -5.12  C199 1.434, C201 1.396
201 C -3.28 -2.86 -5.55  O200 1.396, H214 1.090, H215 1.090, H216 1.090
202 H 2.18 -1.51 1.84  C193 1.090
203 H 3.00 -0.30 0.82  C193 1.090
204 H 3.67 -1.81 1.04  C193 1.090
205 H 0.90 -0.21 -0.50  C195 1.090
206 H 0.13 -1.54 0.22  C195 1.090
207 H 0.66 -2.88 -2.00  C196 1.090
208 H 0.79 -1.27 -2.67  C196 1.090
209 H -1.49 -0.98 -1.31  N197 1.010
210 H -1.19 -1.30 -3.96  C198 1.090
211 H -2.78 -1.52 -3.35  C198 1.090
212 H -2.53 -4.00 -3.27  C199 1.090
213 H -0.84 -3.80 -3.47  C199 1.090
214 H -3.45 -2.95 -6.62  C201 1.090
215 H -3.27 -1.79 -5.33  C201 1.090
216 H -4.18 -3.24 -5.08  C201 1.090
217 C 7.59 -0.26 -0.17  C218 1.506, H220 1.090, H221 1.090, H222 1.090
218 C 6.28 0.27 0.36  C217 1.506, O219 1.452, H223 1.090, H224 1.090
219 O 6.45 1.67 0.66  C218 1.452, H225 0.960
220 H 7.55 -1.34 -0.33  C217 1.090
221 H 8.38 -0.13 0.57  C217 1.090
222 H 7.85 0.21 -1.11  C217 1.090
223 H 6.00 -0.33 1.23  C218 1.090
224 H 5.50 0.16 -0.40  C218 1.090
225 H 6.65 2.09 -0.18  O219 0.960
226 C 1.38 0.69 -5.18  C227 1.547, H229 1.090, H230 1.090, H231 1.090
227 C 1.63 -0.70 -5.83  C226 1.547, O228 1.445, H232 1.090, H233 1.090
228 O 0.42 -0.88 -6.60  C227 1.445, H234 0.960
229 H 0.54 0.67 -4.49  C226 1.090
230 H 1.29 1.41 -6.00  C226 1.090
231 H 2.29 1.03 -4.69  C226 1.090
232 H 1.67 -1.49 -5.08  C227 1.090
233 H 2.56 -0.77 -6.39  C227 1.090
234 H 0.41 -1.78 -6.92  O228 0.960
235 C -3.17 3.24 -5.69  C236 1.547, H238 1.090, H239 1.090, H240 1.090
236 C -3.18 1.78 -5.17  C235 1.547, O237 1.447, H241 1.090, H242 1.090
237 O -3.75 1.72 -3.84  C236 1.447, H243 0.960
238 H -2.56 3.32 -6.59  C235 1.090
239 H -2.68 3.92 -4.99  C235 1.090
240 H -4.12 3.73 -5.91  C235 1.090
241 H -2.16 1.42 -5.14  C236 1.090
242 H -3.82 1.12 -5.76  C236 1.090
243 H -3.04 1.87 -3.20  O237 0.960

Properties
ΔE to the lowest compared entry with this formula, charge and spin: 67.1 kcal per mole
Largest force on an atom: 0.0557 Eh/bohr
E_tot: -121095.104 eV
Total charge: 0
HOMO level: -8.16 eV
Orbital gap: 8.82 eV